Here is a structure of composition C23H32CaN6SSb from the OMol25 dataset. Energies are from ωB97M-V with the def2-TZVPD basis set.

Calculated values
Net charge = +1
HOMO-LUMO gap = 7.2 eV
2S+1 = 1
Lowest unoccupied orbital energy = -3.013 eV

Last column: natural (NBO) charge in e.
Atoms and positions in Å:
1 Ca -1.1271 -0.7509 1.3355  1.712
2 N -4.8166 -1.6942 -0.6741  -0.779
3 C -3.9619 -1.0804 0.1708  0.281
4 S -3.5487 -1.8972 1.6296  -0.499
5 N -3.5649 0.1246 -0.2153  -0.455
6 N -2.5449 0.6551 0.4679  -0.375
7 C -2.2983 1.9207 0.3890  0.187
8 C -3.1170 2.8584 -0.4199  -0.137
9 C -4.4594 3.0778 -0.1334  -0.112
10 C -5.2004 3.9557 -0.9098  -0.222
11 C -4.6132 4.6040 -1.9861  -0.191
12 C -3.2795 4.3720 -2.2916  -0.209
13 C -2.5340 3.5052 -1.5106  -0.192
14 C -1.1231 2.4198 1.1344  0.178
15 C -0.8310 3.7864 1.2019  -0.227
16 C 0.2940 4.2099 1.8828  -0.129
17 C 1.1037 3.2719 2.5092  -0.256
18 C 0.7291 1.9460 2.4350  0.054
19 N -0.3441 1.5187 1.7692  -0.572
20 H -5.3757 -2.4517 -0.3263  0.409
21 H -5.1641 -1.1617 -1.4564  0.405
22 H -4.9219 2.5634 0.6991  0.216
23 H -6.2425 4.1308 -0.6775  0.224
24 H -5.1947 5.2859 -2.5924  0.224
25 H -2.8184 4.8666 -3.1365  0.223
26 H -1.4939 3.3125 -1.7489  0.212
27 H -1.4899 4.4972 0.7294  0.251
28 H 0.5368 5.2630 1.9344  0.236
29 H 1.9878 3.5747 3.0517  0.239
30 H 1.3146 1.1820 2.9368  0.200
31 C 0.4323 -6.3066 1.4809  -0.407
32 N -0.0200 -5.0684 0.8685  -0.317
33 C -0.4784 -4.9082 -0.4106  -0.064
34 C -0.8166 -3.5930 -0.5321  -0.092
35 N -0.5735 -2.9468 0.6536  -0.610
36 C -0.0952 -3.8665 1.4704  0.182
37 H 0.5934 -7.0511 0.7073  0.229
38 H -0.3133 -6.6828 2.1800  0.224
39 H 1.3661 -6.1421 2.0141  0.220
40 H -0.5238 -5.7227 -1.1124  0.235
41 H -1.2414 -3.0813 -1.3799  0.227
42 H 0.1863 -3.7073 2.5000  0.205
43 C 5.1360 -0.8141 0.6280  -0.625
44 C 3.8547 -0.4695 1.3775  -0.700
45 Sb 1.9685 -0.6761 0.2925  0.844
46 C 1.9916 1.0896 -0.9784  -0.717
47 C 3.3691 1.6800 -1.2660  -0.623
48 C 2.5019 -2.1946 -1.1780  -0.710
49 C 3.3836 -1.7487 -2.3395  -0.624
50 H 5.9928 -0.7013 1.2954  0.223
51 H 5.2930 -0.1571 -0.2261  0.212
52 H 5.1292 -1.8461 0.2758  0.207
53 H 3.8876 0.5543 1.7556  0.219
54 H 3.7292 -1.1291 2.2382  0.219
55 H 1.3586 1.8244 -0.4761  0.214
56 H 1.4877 0.8067 -1.9056  0.223
57 H 3.8835 1.9480 -0.3419  0.204
58 H 3.2779 2.5824 -1.8736  0.220
59 H 3.9978 0.9768 -1.8107  0.211
60 H 1.5487 -2.5677 -1.5500  0.222
61 H 2.9716 -3.0070 -0.6187  0.220
62 H 2.9378 -0.9128 -2.8792  0.206
63 H 3.5032 -2.5689 -3.0505  0.221
64 H 4.3794 -1.4587 -2.0064  0.211

Here is a structure of composition C23H32F3HfN4O4S3 from the OMol25 dataset. Energies are from ωB97M-V with the def2-TZVPD basis set.

Calculated values
Net charge = +1
HOMO-LUMO gap (spin up / spin down) = 7.3 / 7.3 eV
2S+1 = 1
Lowest unoccupied orbital energy (spin up / spin down) = -3.597 / -3.597 eV

Last column: natural (NBO) charge in e.
Atoms and positions in Å:
1 Hf -0.2073 0.4921 0.0672  2.223
2 C 3.9301 4.4732 0.7918  -0.624
3 C 3.2266 4.2507 2.1477  -0.216
4 N 1.7670 4.2494 1.9851  -0.567
5 C 1.0569 3.2628 1.4209  0.364
6 S 1.9006 1.8509 0.7090  -0.303
7 N -0.2476 3.4494 1.3942  -0.442
8 N -0.9979 2.4900 0.8226  -0.380
9 C -2.2667 2.7556 0.6545  0.303
10 C -2.8657 4.1137 0.9581  -0.682
11 C -3.0729 1.7392 -0.0632  0.176
12 C -4.3257 2.0122 -0.5553  -0.210
13 C -4.9855 1.0783 -1.2836  -0.111
14 C -4.3719 -0.1115 -1.5944  -0.227
15 C -3.0835 -0.3247 -1.1457  0.103
16 N -2.4611 0.5367 -0.3441  -0.536
17 H 5.0418 4.5254 0.9669  0.225
18 H 3.4758 5.3733 0.4510  0.211
19 H 3.6796 3.7261 0.0131  0.227
20 H 3.4392 5.0647 2.8453  0.214
21 H 3.4828 3.3300 2.6424  0.207
22 H 1.2768 5.0820 2.2372  0.416
23 H -3.0719 4.5233 -0.0200  0.244
24 H -2.1145 4.6874 1.4414  0.269
25 H -3.7735 4.0239 1.5529  0.241
26 H -4.7863 3.0148 -0.4920  0.246
27 H -5.9870 1.2319 -1.6047  0.235
28 H -4.9366 -0.8172 -2.1407  0.239
29 H -2.5231 -1.2192 -1.4287  0.210
30 F -1.1938 -0.3280 -4.5311  -0.317
31 C -0.2154 0.6047 -4.5493  0.713
32 F 0.9900 0.0716 -4.4622  -0.299
33 F -0.3045 1.2772 -5.7297  -0.309
34 S -0.5049 1.7851 -3.1695  2.353
35 O -1.8871 2.1748 -3.2111  -0.916
36 O 0.5722 2.6828 -3.2598  -0.885
37 O -0.3441 0.7569 -2.0218  -1.080
38 C -1.8626 -1.5471 4.1348  -0.202
39 C -0.9721 -0.5367 4.0495  -0.187
40 C -0.5154 -0.2177 2.7509  -0.230
41 C -0.9574 -0.8542 1.5800  -0.627
42 C -1.8760 -1.9268 1.7670  -0.139
43 C -2.3159 -2.2687 3.0513  -0.219
44 H -2.2758 -1.7823 5.1153  0.221
45 H -0.5742 0.0013 4.9367  0.230
46 H 0.0764 0.6867 2.7217  0.217
47 H -2.1766 -2.5449 0.9830  0.180
48 H -3.0029 -3.0843 3.2020  0.221
49 C -0.6833 -5.3251 -1.6162  -0.603
50 C 0.7057 -4.9719 -1.0596  -0.417
51 C 0.7617 -3.6225 -0.2647  -0.597
52 S 1.2758 -2.3110 -1.3573  1.245
53 O 1.2307 -1.0375 -0.4691  -1.014
54 C 3.0654 -2.7843 -1.4809  -0.540
55 C 4.0582 -1.8912 -0.7873  -0.423
56 C 4.2038 -2.0976 0.6980  -0.618
57 H -0.5992 -6.3161 -2.0634  0.232
58 H -1.0316 -4.5996 -2.3607  0.208
59 H -1.3247 -5.3644 -0.7303  0.209
60 H 1.4595 -4.9899 -1.8290  0.206
61 H 0.9548 -5.8288 -0.4429  0.235
62 H 1.4360 -3.5220 0.5766  0.249
63 H -0.2312 -3.3308 0.0757  0.249
64 H 3.2775 -2.7678 -2.5207  0.243
65 H 3.1246 -3.7909 -1.1573  0.232
66 H 3.8468 -0.8035 -0.9302  0.235
67 H 4.9834 -2.0674 -1.3491  0.232
68 H 3.5741 -1.3905 1.2034  0.220
69 H 5.2428 -1.9206 1.0252  0.235
70 H 3.8111 -3.0812 1.0535  0.198

Here is a structure of composition C23H32F6FeN3OP3S from the OMol25 dataset. Energies are from ωB97M-V with the def2-TZVPD basis set.

Calculated values
Net charge = +1
HOMO-LUMO gap (spin up / spin down) = 7.9 / 6.5 eV
2S+1 = 6
Lowest unoccupied orbital energy (spin up / spin down) = -3.504 / -4.783 eV
⟨S²⟩ = 8.77

Last column: natural (NBO) charge in e.
Atoms and positions in Å:
1 Fe -0.9012 -1.3803 0.6427  1.448
2 C 0.6989 -1.9227 -1.3626  -0.937
3 P 1.4465 -0.8834 -0.0180  0.867
4 C 1.5950 0.6448 -1.0194  -0.097
5 N 2.6972 0.9125 -1.6582  -0.369
6 C 2.6679 1.9582 -2.5270  0.096
7 C 3.8378 2.3002 -3.2434  -0.184
8 C 3.7910 3.3127 -4.1539  -0.174
9 C 2.5874 4.0262 -4.3888  -0.174
10 C 1.4490 3.7228 -3.7041  -0.211
11 C 1.4708 2.6805 -2.7486  0.186
12 N 0.3462 2.4029 -2.0362  -0.388
13 C 0.4096 1.4278 -1.1705  -0.113
14 P -1.0124 1.1075 -0.0481  0.877
15 C -2.4242 1.6233 -1.0590  -0.946
16 C -0.7964 2.4457 1.2390  -0.285
17 C -1.9089 2.2577 2.2846  -0.625
18 C 0.5911 2.3272 1.8762  -0.624
19 C -0.9383 3.8222 0.5905  -0.624
20 C 3.0980 -1.6427 0.3259  -0.283
21 C 2.8181 -2.8416 1.2421  -0.625
22 C 3.7914 -2.0934 -0.9589  -0.626
23 C 3.9253 -0.5890 1.0727  -0.626
24 H 0.8345 -2.9779 -1.1362  0.263
25 H 1.1021 -1.7092 -2.3521  0.270
26 H -0.3883 -1.7153 -1.4123  0.228
27 H 4.7444 1.7395 -3.0551  0.235
28 H 4.6809 3.5777 -4.7091  0.233
29 H 2.5783 4.8234 -5.1205  0.233
30 H 0.5234 4.2608 -3.8639  0.237
31 H -2.1719 2.5451 -1.5786  0.266
32 H -3.2950 1.7644 -0.4189  0.251
33 H -2.6498 0.8365 -1.7754  0.266
34 H -1.9884 1.2346 2.6447  0.226
35 H -2.8786 2.5624 1.8848  0.212
36 H -1.6984 2.8915 3.1498  0.234
37 H 0.7560 1.3654 2.3567  0.231
38 H 0.6820 3.0976 2.6459  0.234
39 H 1.3858 2.5033 1.1465  0.209
40 H -1.9379 3.9882 0.1889  0.216
41 H -0.2107 3.9908 -0.2036  0.225
42 H -0.7668 4.5723 1.3671  0.232
43 H 2.1721 -3.5866 0.7679  0.213
44 H 2.3523 -2.5364 2.1805  0.232
45 H 3.7654 -3.3326 1.4768  0.237
46 H 3.2341 -2.8793 -1.4722  0.213
47 H 4.7647 -2.5108 -0.6861  0.233
48 H 3.9556 -1.2632 -1.6445  0.238
49 H 3.4040 -0.2222 1.9619  0.220
50 H 4.1675 0.2580 0.4308  0.231
51 H 4.8615 -1.0454 1.4032  0.234
52 O -2.6593 -1.1903 -0.3445  -0.651
53 N -3.6052 -2.0994 -0.0387  -0.023
54 C -4.8802 -1.6735 0.0754  0.054
55 C -5.8731 -2.5621 0.3641  -0.248
56 C -5.5399 -3.9076 0.5480  -0.125
57 C -4.2304 -4.3102 0.4425  -0.221
58 C -3.2308 -3.3806 0.1419  0.047
59 S -1.5608 -3.7330 -0.0152  -0.127
60 H -5.0276 -0.6153 -0.0773  0.238
61 H -6.8899 -2.2093 0.4542  0.248
62 H -6.3092 -4.6304 0.7849  0.242
63 H -3.9350 -5.3373 0.5987  0.252
64 F -0.3662 -0.4977 2.6514  -0.592
65 P -1.0767 -1.7684 3.4999  2.602
66 F -1.8394 -0.7471 4.4108  -0.545
67 F 0.1738 -1.8654 4.4395  -0.545
68 F -0.2936 -2.6924 2.3386  -0.584
69 F -2.2838 -1.5989 2.3053  -0.602
70 F -1.7912 -3.0327 4.0663  -0.538

Number 1: maximum force 1.7 eV/Å. Number 2: maximum force 2.6 eV/Å. Number 3: maximum force 1.3 eV/Å.